The following is a quantum chemistry calculation of a molecular structure, C34H50N3NiOP2S, from the Open Molecules 2025 dataset.

Each line ends with the Mulliken spin population.
Geometry (Å):
C -0.38342 0.82158 -2.65659  -0.015
C -1.94658 0.36525 -0.98542  0.000
C -1.39146 0.97128 -3.62159  0.002
C -2.99589 0.44304 -1.90001  -0.005
C -2.71109 0.75638 -3.23415  0.001
H -1.11178 1.21759 -4.64451  0.000
H -4.00862 0.24995 -1.55300  0.001
H -3.52312 0.80552 -3.95805  0.000
N -0.69599 0.65336 -1.36857  0.076
P 2.06638 -0.12164 -1.67464  0.043
P -1.16120 0.91007 1.70597  -0.022
C 1.09898 0.79918 -2.98790  0.036
H 1.25089 0.34111 -3.97676  0.003
H 1.47955 1.83281 -3.05143  0.006
C 2.39986 -0.28644 1.26199  0.057
O 2.99517 -0.64234 2.18864  0.003
C -2.08846 -0.15619 0.43047  -0.047
H -3.14289 -0.24794 0.71013  -0.004
C -1.50698 -0.01757 3.36038  0.057
C -2.10561 2.54808 1.76983  0.050
C 1.95038 -1.92092 -2.29906  0.004
C 3.83868 0.52941 -1.89865  0.020
C -0.24552 -0.83736 3.67226  0.001
H 0.64539 -0.19729 3.72085  0.000
H -0.37290 -1.32201 4.65431  0.001
H -0.05691 -1.62162 2.92777  -0.001
C -1.69971 0.96207 4.52851  0.004
H -0.84023 1.63398 4.64322  0.001
H -2.61571 1.55707 4.44240  0.000
H -1.78283 0.36949 5.45376  0.001
C -2.71500 -0.96764 3.29756  0.006
H -2.88485 -1.36465 4.31197  0.000
H -3.64467 -0.47695 2.98463  -0.001
H -2.53429 -1.82649 2.63960  0.000
C -1.30108 3.48456 2.70472  0.008
H -0.25688 3.15946 2.79943  -0.001
H -1.27776 4.49803 2.28014  0.001
H -1.74140 3.54776 3.70834  0.000
C -2.13094 3.18276 0.37107  0.018
H -1.12206 3.26292 -0.05311  -0.005
H -2.76848 2.62585 -0.32593  0.000
H -2.53858 4.20435 0.46189  0.000
C -3.55924 2.32647 2.24407  0.002
H -3.81752 1.27219 2.39590  -0.001
H -3.76204 2.87234 3.17558  0.002
H -4.25333 2.71407 1.48416  0.000
C 4.79790 -0.27600 -1.00552  0.002
H 5.72815 0.30219 -0.88637  0.000
H 4.38492 -0.44567 -0.00159  -0.001
H 5.07531 -1.23955 -1.45128  0.000
C 3.89497 1.99335 -1.43484  0.021
H 3.27616 2.65791 -2.05117  0.001
H 3.60328 2.11178 -0.38775  -0.002
H 4.93881 2.33739 -1.52134  0.000
C 4.29759 0.48969 -3.36671  -0.002
H 5.05914 1.27109 -3.50826  0.001
H 4.77731 -0.45940 -3.63638  0.001
H 3.48522 0.70220 -4.07292  0.000
C 0.48860 -2.40693 -2.26889  0.006
H 0.35893 -3.21554 -3.00759  0.000
H 0.24010 -2.81787 -1.28438  -0.001
H -0.24053 -1.62208 -2.50076  -0.001
C 2.74876 -2.81788 -1.33972  0.006
H 2.43209 -2.67524 -0.29704  0.001
H 2.55589 -3.86965 -1.60481  0.000
H 3.82857 -2.65698 -1.40936  0.000
C 2.46199 -2.06829 -3.74027  -0.001
H 1.92775 -1.42118 -4.44685  -0.001
H 3.53639 -1.88544 -3.83017  0.000
H 2.28548 -3.10594 -4.06132  0.001
Ni 0.91849 0.12268 0.29946  1.552
N -0.02446 -1.47915 0.64146  0.135
C -1.29706 -1.51085 0.49236  -0.028
C -2.05481 -2.79526 0.36836  0.022
C -1.40983 -3.95433 0.82223  0.004
C -3.36666 -2.87149 -0.13652  -0.003
C -2.10021 -5.16785 0.86479  0.002
H -0.37793 -3.86803 1.16836  0.002
C -4.03875 -4.09745 -0.12272  0.002
H -3.85873 -1.97650 -0.53138  0.000
C -3.41546 -5.23909 0.39668  -0.003
H -1.60697 -6.05057 1.27369  0.000
H -5.06043 -4.15044 -0.51031  0.000
H -3.96290 -6.18522 0.42945  0.000
S 1.63212 4.71739 -0.00350  0.001
C 2.29764 4.27717 1.53957  0.002
C 2.13778 2.92948 1.78675  0.001
N 1.49115 2.24621 0.75652  -0.015
C 1.16919 3.08325 -0.25179  -0.004
H 2.77959 4.99284 2.19063  0.001
H 2.47030 2.41374 2.68469  0.003
H 0.70498 2.77053 -1.18366  -0.002

HOMO-LUMO gap (alpha / beta)   0.2748 / 0.2757 Eh
2S+1   3
Net charge   +1
Strongest force on any atom   6.05 eV/A
Electronic energy   -4154.06070 a.u.
Highest occupied orbital energy (alpha / beta)   -0.363 / -0.376 hartree

***

The following is a quantum chemistry calculation of 2 unconnected molecules or ions with the total composition C9H16N3O3, from the Open Molecules 2025 dataset.

Each line ends with the Mulliken charge.
Geometry (Å):
C 3.23849 2.06070 1.91073  -0.180
C 2.37692 2.26121 1.10601  -0.346
N 1.37151 2.46235 0.19334  -0.081
C 0.89965 3.87452 0.15833  -0.616
C -0.18595 4.19836 1.21112  -0.425
C -0.94512 3.00727 1.82218  -0.548
N -0.30443 1.66471 1.61739  -0.170
C 0.33144 1.53927 0.45599  0.341
N 0.05385 0.65789 -0.47866  -0.199
H 3.94710 1.96552 2.70037  0.460
H 1.78074 4.47500 0.36759  0.385
H 0.59036 4.15144 -0.84802  0.321
H -0.94064 4.81173 0.71912  0.300
H 0.23482 4.82361 1.99400  0.349
H -1.03775 3.15261 2.89553  0.315
H -1.96086 2.95553 1.43028  0.326
H -0.97845 0.92031 1.76363  0.278
H 0.31734 0.87605 -1.42916  0.256
H -0.24725 -0.29568 -0.29461  0.237
C 0.82649 -3.26682 -2.96168  -0.598
O -0.03585 -4.32982 -2.55771  -0.294
C -0.71633 -4.12111 -1.43774  0.834
O -0.66415 -3.12392 -0.75156  -0.577
O -1.45798 -5.18742 -1.19381  -0.315
C -2.25538 -5.12196 -0.00478  -0.624
H 1.29874 -3.60007 -3.87984  0.217
H 0.25186 -2.36117 -3.15403  0.249
H 1.58580 -3.07868 -2.20421  0.294
H -2.96142 -4.29618 -0.06449  0.291
H -1.62211 -5.01151 0.87296  0.295
H -2.79146 -6.06373 0.04175  0.225

HOMO-LUMO gap   0.3244 Eh
ΔE to the lowest compared entry with this formula, charge and spin   50.3 kcal per mole
Net charge   +1
Strongest force on any atom   1.15 eV/A
Electronic energy   -742.19676 a.u.
Highest occupied orbital energy   -0.478 hartree

***

The following is a quantum chemistry calculation of 7 unconnected molecules or ions with the total composition C33H71N2O12, from the Open Molecules 2025 dataset.

Each line ends with the Mulliken charge.
Geometry (Å):
C 6.34294 -1.73462 6.15346  0.061
C 6.79058 -0.73996 5.59356  -0.359
C 7.11234 0.42119 4.61859  -0.848
C 6.11690 1.65141 4.75243  -0.809
C 4.78225 1.34394 5.51306  -0.540
C 3.82624 0.35861 4.81005  0.441
C 2.48928 0.00728 5.32039  -0.619
C 1.72353 -0.94071 4.52147  -0.289
N 2.05258 -1.60046 3.39075  -0.651
N 3.25501 -1.23213 3.01433  0.355
C 4.11119 -0.35424 3.56535  0.011
H 5.83589 -2.64471 6.51665  0.369
H 7.09547 0.04313 3.57125  0.364
H 8.13978 0.79074 4.86032  0.356
H 6.65850 2.44324 5.33342  0.450
H 5.95098 2.04799 3.71781  0.272
H 4.95948 0.95809 6.54849  0.533
H 4.24882 2.32916 5.65138  0.371
H 2.05935 0.42687 6.24988  0.449
H 0.69456 -1.17298 4.89224  0.431
H 3.57355 -1.70201 2.15856  0.323
H 5.08274 -0.16053 3.06089  0.325
C 0.11757 0.26192 -1.99365  -0.575
O 1.05087 0.00872 -0.94817  -0.377
C 0.41871 -0.29333 0.28620  -0.389
C 0.45098 -1.78570 0.57383  -0.390
O -0.36237 -2.50517 -0.33733  -0.329
C 0.39571 -3.15536 -1.34942  -0.571
H 0.66048 0.28809 -2.93667  0.157
H -0.64456 -0.51847 -2.05233  0.230
H -0.36096 1.23391 -1.83805  0.345
H -0.60843 0.08365 0.30258  0.330
H 0.98242 0.22982 1.06884  0.276
H 0.04019 -1.95949 1.57331  0.259
H 1.48043 -2.16358 0.56242  0.261
H 0.92587 -4.01371 -0.92120  0.290
H 1.11139 -2.47645 -1.81925  0.318
H -0.29310 -3.51651 -2.11332  0.116
C -0.10715 5.80291 3.56153  -0.489
O 1.00790 6.64961 3.79722  -0.385
C 1.49823 6.55042 5.12847  -0.594
C 2.75968 5.70691 5.18860  -0.566
O 2.48427 4.33897 4.88539  -0.280
C 2.86569 3.98974 3.56536  -0.607
H -0.29917 5.78206 2.48883  0.166
H 0.08191 4.78103 3.90122  0.254
H -0.99124 6.20223 4.06818  0.260
H 0.73034 6.15244 5.79924  0.335
H 1.73833 7.56574 5.45691  0.404
H 3.15337 5.73444 6.20909  0.367
H 3.52820 6.10789 4.52102  0.369
H 3.95904 3.93609 3.49783  0.263
H 2.48595 4.70311 2.83099  0.483
H 2.45120 3.00454 3.34178  0.026
C -5.68982 -4.53299 -3.99248  -0.692
O -5.10822 -5.81394 -4.17666  -0.372
C -3.98871 -5.78433 -5.05386  -0.717
C -2.68143 -5.85270 -4.28330  -0.403
O -2.46911 -4.66902 -3.51686  -0.296
C -2.75502 -4.86068 -2.13977  -0.617
H -6.40090 -4.59904 -3.16918  0.244
H -4.93778 -3.77942 -3.74481  0.282
H -6.22769 -4.23261 -4.89774  0.331
H -4.01758 -4.89715 -5.69423  0.349
H -4.06457 -6.66633 -5.69696  0.388
H -1.85566 -5.92201 -4.99864  0.373
H -2.64967 -6.74232 -3.64639  0.338
H -1.97109 -5.47367 -1.68054  0.101
H -3.72837 -5.33367 -1.99006  0.473
H -2.76400 -3.88474 -1.65296  0.200
C -6.38274 7.55520 0.69819  -0.707
O -5.26997 8.40217 0.94077  -0.369
C -4.78455 8.29797 2.27353  -0.721
C -3.52203 7.45545 2.33686  -0.282
O -3.79306 6.09126 2.03032  -0.366
C -3.40314 5.74459 0.71123  -0.695
H -6.56903 7.53989 -0.37547  0.242
H -6.19333 6.53263 1.03438  0.304
H -7.27046 7.95006 1.20292  0.327
H -5.55472 7.89661 2.93961  0.361
H -4.54721 9.31299 2.60640  0.390
H -3.13395 7.48025 3.36022  0.291
H -2.74965 7.85887 1.67454  0.383
H -2.31047 5.69204 0.64576  0.259
H -3.78120 6.45932 -0.02346  0.328
H -3.81436 4.76069 0.48407  0.267
C 0.73237 -7.02788 -2.67487  -0.385
O 1.67446 -7.28166 -1.64439  -0.408
C 1.05165 -7.58169 -0.40036  -0.158
C 1.08062 -9.07307 -0.11176  -0.721
O 0.25420 -9.79059 -1.01853  -0.384
C 1.00024 -10.44373 -2.03503  -0.734
H 1.26429 -7.00431 -3.62590  0.408
H -0.03315 -7.80647 -2.72370  0.353
H 0.25798 -6.05345 -2.51346  -0.123
H 0.02536 -7.20060 -0.37581  0.144
H 1.62299 -7.06144 0.37561  0.404
H 0.67757 -9.24472 0.89144  0.392
H 2.10642 -9.45398 -0.13154  0.344
H 1.53075 -11.30409 -1.61436  0.332
H 1.71479 -9.76748 -2.51066  0.317
H 0.30131 -10.80052 -2.79137  0.250
C 0.84417 2.11891 -5.60898  -0.902
O -0.39666 1.84539 -4.97655  -0.218
C -1.25801 2.97947 -4.95759  -0.451
C -2.34174 2.86947 -6.01662  -0.587
O -1.79518 2.95525 -7.32630  -0.376
C -1.69659 1.68823 -7.95887  -0.676
H 1.36196 1.17202 -5.76376  0.228
H 0.70529 2.60306 -6.57835  0.450
H 1.46052 2.75522 -4.96453  0.320
H -0.68671 3.90499 -5.07937  0.378
H -1.73144 3.00343 -3.97067  0.313
H -3.03080 3.71208 -5.90265  0.380
H -2.91621 1.94626 -5.89200  0.331
H -2.69295 1.33429 -8.24307  0.325
H -1.21411 0.94991 -7.31353  0.265
H -1.09764 1.80650 -8.86175  0.242

HOMO-LUMO gap   0.2063 Eh
Net charge   +1
Strongest force on any atom   3.31 eV/A
Electronic energy   -2311.71335 a.u.
Highest occupied orbital energy   -0.387 hartree

***

The following is a quantum chemistry calculation of C3H7FO in the gas phase, from the Open Molecules 2025 dataset.

Each line ends with the Mulliken charge.
Geometry (Å):
C 0.81165 -1.25096 -0.11430  -1.197
C 0.47574 0.18726 0.29174  0.400
F 1.65733 0.92364 0.02170  -0.335
C -0.72070 0.82332 -0.41418  -0.444
O -1.91823 0.67361 0.16445  -0.485
H 1.15272 -1.24895 -1.10225  0.364
H -0.08539 -2.04470 0.00727  0.256
H 1.57023 -1.53869 0.50953  0.369
H 0.26269 0.46392 1.40383  0.230
H -0.51834 1.93393 -0.53402  0.250
H -0.70697 0.42087 -1.38386  0.269
H -1.98073 0.65675 1.15010  0.322

HOMO-LUMO gap   0.4155 Eh
SMILES string   C[C@@H](F)CO
ΔE to the lowest compared entry with this formula, charge and spin   16.6 kcal per mole
Strongest force on any atom   4.41 eV/A
Electronic energy   -293.56725 a.u.
Highest occupied orbital energy   -0.382 hartree

***

The following is a quantum chemistry calculation of 2 unconnected molecules or ions with the total composition C10H20, from the Open Molecules 2025 dataset.

Each line ends with the Mulliken charge.
Geometry (Å):
C 0.35029 -2.93701 2.17769  -1.088
C 0.75850 -2.53765 0.75298  -0.045
C -0.12833 -2.41535 -0.26013  -0.428
C 0.24994 -2.07608 -1.67279  -0.377
C -0.38868 -0.77252 -2.18679  -0.761
H 0.89694 -3.85578 2.44911  0.329
H -0.72624 -3.10423 2.35013  0.315
H 0.68902 -2.11885 2.83532  0.274
H 1.81008 -2.35535 0.49501  0.352
H -1.18096 -2.61415 -0.01922  0.290
H 0.11132 -2.95744 -2.32810  0.362
H 1.33605 -1.87185 -1.60867  0.223
H -0.20774 0.06454 -1.49166  -0.084
H -1.47671 -0.93563 -2.26541  0.293
H -0.00195 -0.49370 -3.18143  0.403
C 1.44434 0.21119 1.06238  -0.119
C 0.70587 1.49056 0.52108  -0.225
C -0.57732 1.48381 0.07493  -0.490
C -1.42535 2.66376 -0.43969  -0.130
C -0.94170 4.02869 -0.07468  -1.326
H 1.40203 0.29474 2.16139  0.319
H 2.50235 0.20236 0.75069  0.396
H 0.98173 -0.74466 0.76414  -0.685
H 1.33154 2.39223 0.48723  0.314
H -1.12054 0.54305 0.23459  0.368
H -2.47211 2.57982 -0.08942  0.334
H -1.44156 2.68672 -1.54633  0.188
H -0.68481 4.08609 0.99645  0.321
H -1.74373 4.75651 -0.28360  0.387
H -0.05231 4.30611 -0.66513  0.290

HOMO-LUMO gap   0.3645 Eh
SMILES string   C/C=C/CC.C/C=C/CC
ΔE to the lowest compared entry with this formula, charge and spin   53.1 kcal per mole
Strongest force on any atom   2.43 eV/A
Electronic energy   -392.93403 a.u.
Highest occupied orbital energy   -0.323 hartree

***

Q: Look up the strongest force on any atom of the first one.
A: 6.05 eV/A